Entry 1:
This record from the OMol25 dataset describes a structure of composition C18H20N2O5 in a non-equilibrium geometry. The level of theory is ωB97M-V/def2-TZVPD.

Last column: natural (NBO) charge in e.
CARTESIAN COORDINATES (ANGSTROEM)
1 O -2.56702 -0.36890 -0.66778  -0.76
2 O 3.33899 4.31595 -0.44668  -0.45
3 O 0.01925 -2.47612 -0.47093  -0.61
4 O -2.66812 -0.27065 1.61422  -0.52
5 O -0.15237 0.91168 -0.06311  -0.75
6 N -0.20021 -1.51101 1.31139  -0.39
7 N 0.72067 -0.55874 1.11507  -0.32
8 C -3.21698 -5.00922 -0.07721  -0.22
9 C 3.21657 0.51365 0.05624  -0.19
10 C 2.60298 6.70558 -0.43035  -0.64
11 C -2.86315 -0.86618 0.74300  0.84
12 C -4.17155 -4.26901 0.12559  -0.20
13 C -0.51749 -2.31657 0.55504  0.65
14 C -3.82424 -2.90436 -0.30760  -0.27
15 C 2.10304 1.09310 -0.01096  -0.12
16 C -2.82330 -3.35746 -1.45331  -0.39
17 C 4.27004 2.51311 -0.64520  -0.15
18 C -2.02075 -4.20016 -0.32205  -0.24
19 C 4.38710 1.13839 -0.36773  -0.20
20 C 2.11200 5.19092 -0.27188  -0.06
21 C 0.96990 0.35481 0.42331  0.64
22 C 2.13255 2.50270 -0.09129  -0.24
23 C -3.09942 -2.26047 0.84320  -0.38
24 C -1.82794 -3.12338 0.79708  -0.29
25 C 3.19798 3.13229 -0.32119  0.18
26 H 1.09319 2.99698 0.16415  0.26
27 H -4.58692 -2.37256 -1.08995  0.25
28 H -3.16800 -5.99809 0.35017  0.21
29 H -1.66286 -3.84205 1.60674  0.24
30 H -5.23491 -4.62508 0.32957  0.22
31 H 1.96790 5.24459 0.96705  0.19
32 H -1.05791 -4.86976 -0.74021  0.25
33 H -2.33041 -2.32000 -1.75013  0.24
34 H -2.06328 0.39178 -0.46389  0.51
35 H -3.04997 -3.95417 -2.35641  0.23
36 H 5.51495 2.95605 -0.65627  0.23
37 H 5.36807 0.46960 -0.59076  0.23
38 H -0.89440 -1.23075 1.94285  0.41
39 H 3.07159 6.95318 -1.48950  0.21
40 H 1.35470 4.98431 -0.83501  0.18
41 H 3.27214 -0.72901 0.16479  0.19
42 H -3.75950 -2.41026 1.64998  0.25
43 H 3.31786 7.16856 0.23287  0.22
44 H 1.87807 7.43741 -0.49048  0.22
45 H 1.85118 -1.13068 1.41757  0.34

HOMO level, eV: -9.03
Charge: 0
Orbital gap, eV: 9.3794


Entry 2:
This record from the OMol25 dataset describes the molecule C18H20N2O5S2 in a non-equilibrium geometry. The level of theory is ωB97M-V/def2-TZVPD.

Last column: natural (NBO) charge in e.
CARTESIAN COORDINATES (ANGSTROEM)
1 S 4.80483 1.31358 -0.81898  0.36
2 S -6.24119 -0.78034 -0.04243  2.17
3 O -7.46505 -0.15227 0.36836  -0.93
4 O -0.85305 0.22858 1.85818  -0.57
5 O -0.21638 1.94236 0.55218  -0.51
6 O -3.61231 1.59876 1.29170  -0.64
7 O -6.35252 -1.97212 -0.84159  -0.96
8 N -2.68861 0.73858 -0.57513  -0.45
9 N 4.15190 -0.57640 0.83686  -0.40
10 C -1.74607 0.79160 -1.67592  -0.20
11 C -3.76298 -0.25024 -0.69139  -0.04
12 C 7.57057 -1.88364 0.63365  -0.21
13 C 7.33474 0.07296 -0.76876  -0.25
14 C 5.45535 -0.78342 0.53758  0.06
15 C 6.01114 0.15634 -0.36811  -0.14
16 C 6.25707 -1.81100 1.03701  -0.18
17 C -0.85184 -0.44500 -1.76199  -0.62
18 C 8.10469 -0.95304 -0.25993  -0.20
19 C 2.31875 0.92926 0.35023  -0.17
20 C 3.66210 0.44949 0.23651  0.06
21 C -1.50920 2.51527 0.69528  -0.17
22 C 1.39041 0.32716 1.10836  -0.26
23 C 0.00588 0.80184 1.23251  0.75
24 C -3.78175 -1.20923 0.53420  -0.44
25 C -2.69162 1.55707 0.50069  0.68
26 C -5.07094 -1.05392 1.30964  -0.66
27 C -5.13218 0.39075 -0.88686  -0.68
28 H -3.53427 -0.84259 -1.57865  0.22
29 H 5.83100 -2.52179 1.72618  0.23
30 H -5.41438 0.50405 -1.92762  0.25
31 H -1.43203 -1.34011 -1.96870  0.21
32 H -1.12182 1.67770 -1.57483  0.21
33 H -5.08171 -0.15551 1.91814  0.27
34 H 2.07601 1.81808 -0.21467  0.23
35 H -2.91763 -1.00141 1.16672  0.26
36 H -0.31311 -0.59800 -0.83088  0.21
37 H -5.22922 1.32846 -0.35060  0.27
38 H -5.33743 -1.93092 1.88749  0.25
39 H -1.55436 3.33658 -0.02438  0.21
40 H -2.31878 0.89036 -2.60597  0.20
41 H 7.74588 0.79334 -1.45836  0.22
42 H 9.13884 -1.03644 -0.55738  0.22
43 H 1.62870 -0.56272 1.67124  0.25
44 H -1.62105 2.91757 1.70826  0.23
45 H -0.12866 -0.31237 -2.56239  0.22
46 H 8.20304 -2.67189 1.01260  0.22
47 H -3.71074 -2.23535 0.17200  0.23

HOMO level, eV: -9.10
Charge: 0
Orbital gap, eV: 8.0070
SMILES: CCN(C(=O)COC(=O)/C=C/c1nc2ccccc2s1)[C@H]1CCS(=O)(=O)C1


Entry 3:
This record from the OMol25 dataset describes the molecule C18H20N4O7S in a non-equilibrium geometry. The level of theory is ωB97M-V/def2-TZVPD.

Last column: natural (NBO) charge in e.
CARTESIAN COORDINATES (ANGSTROEM)
1 S -0.42308 2.51675 -3.51014  2.27
2 O -1.57150 4.01027 -1.46084  -0.41
3 O -0.52505 4.60928 0.31435  -0.35
4 O 1.07130 -1.10167 4.65252  -0.50
5 O 0.31126 -2.75482 -1.64366  -0.63
6 O -2.35004 0.95811 -1.41902  -0.64
7 O -0.03847 1.47823 -4.42468  -0.96
8 O 0.03899 3.84543 -3.73192  -0.90
9 N -1.02898 -1.32850 -0.48264  -0.63
10 N -2.61661 1.20300 -3.63086  -0.45
11 N -0.71717 3.85960 -0.61180  0.54
12 N -2.11618 2.49787 -3.62189  -0.66
13 C -2.81297 -1.02664 -2.70715  -0.51
14 C -0.90122 -0.40347 1.71347  -0.21
15 C 0.10662 2.68646 -0.70825  0.01
16 C 0.21430 1.97056 -1.89325  -0.20
17 C -0.44564 -1.34605 0.79103  0.12
18 C 1.00952 0.84134 -1.92581  -0.24
19 C 0.63087 -1.24572 3.37215  0.28
20 C 1.07528 -2.19147 2.45521  -0.26
21 C -0.37147 -0.35320 2.98193  -0.25
22 C -0.63099 -1.99041 -1.59261  0.69
23 C 0.53998 -2.24291 1.17889  -0.24
24 C -2.57740 0.45037 -2.50652  0.69
25 C 3.49774 -1.42197 4.62088  -0.64
26 C 1.55280 1.11847 0.39656  -0.19
27 C 1.66955 0.40563 -0.78637  -0.16
28 C 0.77536 2.26093 0.43566  -0.17
29 C 2.13840 -1.89794 5.12631  -0.06
30 C -1.45842 -1.73660 -2.85768  -0.49
31 H -1.61520 -2.71911 -3.30859  0.25
32 H 1.83695 -2.90869 2.71651  0.21
33 H 1.11400 0.31908 -2.86308  0.26
34 H 2.26674 -0.49140 -0.82956  0.24
35 H 3.56374 -1.50714 3.53890  0.21
36 H 0.89452 -2.98097 0.47940  0.26
37 H -1.71895 -0.58977 -0.58317  0.43
38 H 4.28488 -2.02121 5.06980  0.22
39 H 3.64755 -0.38056 4.89484  0.22
40 H -0.82035 -1.17394 -3.54631  0.24
41 H -0.71965 0.37083 3.70106  0.23
42 H -3.36215 -1.43430 -1.85679  0.24
43 H -2.55200 3.09191 -2.92305  0.43
44 H -1.67265 0.29463 1.42244  0.22
45 H 1.97600 -2.95352 4.87679  0.17
46 H -3.40120 -1.18623 -3.61105  0.23
47 H 0.66377 2.83527 1.34288  0.25
48 H 2.09135 -1.79143 6.21371  0.19
49 H 2.06076 0.78431 1.28694  0.23
50 H -2.58487 0.77131 -4.54554  0.41

HOMO level, eV: -8.11
Charge: 0
Orbital gap, eV: 7.1950
SMILES: CCOc1ccc(NC(=O)CCC(=O)NNS(=O)(=O)c2ccccc2[N+](=O)[O-])cc1


Entry 4:
This record from the OMol25 dataset describes a structure of composition C18H20N5OPdS in a non-equilibrium geometry. The level of theory is ωB97M-V/def2-TZVPD.

Last column: natural (NBO) charge in e.
CARTESIAN COORDINATES (ANGSTROEM)
1 Pd -0.69034 -0.71355 -0.69493  0.83
2 S -0.63054 -3.06325 -0.96373  -0.15
3 O 1.34736 -0.40685 -0.71183  -0.70
4 N -2.65154 -0.28595 -0.81813  -0.43
5 N 0.53206 -2.81205 1.48267  -0.38
6 N -0.56884 1.21055 -0.61463  -0.17
7 N 0.62156 1.75355 -0.67003  -0.41
8 N -1.66214 -2.51015 1.48367  -0.60
9 C 1.88866 -2.90275 1.01577  -0.42
10 C 4.54746 3.16115 -0.90233  -0.21
11 C 1.60726 0.86585 -0.70683  0.60
12 C -4.19694 1.59045 -0.87013  -0.22
13 C 3.24636 2.71585 -0.79843  -0.17
14 C -4.99824 -0.65965 -1.01863  -0.24
15 C -3.69774 -1.10505 -0.93593  0.07
16 C 0.20646 -2.64385 2.89197  -0.22
17 C -1.72834 1.90295 -0.74693  0.19
18 C 2.97696 1.34285 -0.77333  -0.09
19 C -0.55184 -2.73525 0.71487  0.32
20 C 4.03636 0.43155 -0.83033  -0.18
21 C -1.33154 -2.63235 2.90067  -0.23
22 C -5.24934 0.72645 -0.97883  -0.12
23 C -2.87214 1.09165 -0.79913  0.17
24 C 5.59266 2.24985 -0.98453  -0.16
25 C -1.72234 3.38585 -0.87293  -0.68
26 C 5.33456 0.88625 -0.93203  -0.21
27 H 2.51736 -2.24395 1.61387  0.22
28 H 4.74676 4.22175 -0.91623  0.23
29 H 6.14996 0.17805 -0.96723  0.22
30 H -0.69544 3.73895 -0.91663  0.27
31 H -2.24304 3.68145 -1.78303  0.24
32 H 0.63156 -1.70925 3.26687  0.21
33 H 3.81666 -0.62435 -0.79723  0.23
34 H -2.55904 -2.85175 1.16657  0.42
35 H 2.25926 -3.92685 1.09557  0.22
36 H -4.34144 2.65835 -0.84053  0.24
37 H -3.47684 -2.16705 -0.98483  0.23
38 H 6.60586 2.60595 -1.09253  0.23
39 H -1.74334 -3.56015 3.31107  0.21
40 H 0.61646 -3.47095 3.47327  0.22
41 H -6.26234 1.09395 -1.04183  0.24
42 H 1.93256 -2.58185 -0.02623  0.26
43 H -1.74174 -1.78715 3.45517  0.22
44 H -2.21994 3.85275 -0.02363  0.24
45 H 2.42846 3.41255 -0.73923  0.23
46 H -5.80774 -1.36475 -1.11943  0.24

HOMO level, eV: -10.97
Charge: +1
Orbital gap, eV: 6.7348


Entry 5:
This record from the OMol25 dataset describes the molecule C18H20N6OS in a non-equilibrium geometry. The level of theory is ωB97M-V/def2-TZVPD.

Last column: natural (NBO) charge in e.
CARTESIAN COORDINATES (ANGSTROEM)
1 S 2.60750 -0.26120 -1.40906  0.34
2 O -0.49370 0.16457 4.98149  -0.70
3 N 0.47184 -0.43958 1.43258  -0.37
4 N -2.02257 1.70182 -3.26893  -0.20
5 N 4.17498 -2.32388 1.54883  -0.41
6 N 1.08060 -1.47380 3.38682  -0.47
7 N -2.61831 2.38432 -5.28525  -0.48
8 N -3.25836 2.26262 -3.08860  -0.28
9 C -3.57384 2.66849 -4.29059  0.13
10 C -0.86851 -0.88496 -0.67291  -0.41
11 C 2.63581 -1.02899 0.18340  -0.24
12 C -1.01388 2.05454 -1.10820  -0.41
13 C -0.94606 -0.07736 3.63711  0.05
14 C -0.51788 0.11248 0.47591  -0.02
15 C -0.11461 1.50266 -0.00408  -0.41
16 C 0.20115 -0.64453 2.81679  0.40
17 C -1.19616 1.05938 -2.24792  -0.04
18 C 4.78167 -1.57269 -0.67984  -0.23
19 C 4.26114 -0.81942 -1.72229  -0.37
20 C 2.05016 -1.66424 2.42123  0.05
21 C -2.07558 -1.05589 3.59215  -0.62
22 C 1.71412 -1.01155 1.21842  0.13
23 C 3.28062 -2.30376 2.53370  0.06
24 C 3.86597 -1.68348 0.41210  0.13
25 C -1.64322 1.82451 -4.60280  0.18
26 C -1.78108 -0.26175 -1.74080  -0.40
27 H -2.74949 -0.08519 -1.27595  0.22
28 H 3.50251 -2.80189 3.46486  0.20
29 H -2.88472 -0.62288 4.21820  0.23
30 H -1.28871 0.84260 3.19963  0.19
31 H -1.47156 0.26777 1.01707  0.21
32 H -0.70306 1.49082 -4.99576  0.21
33 H 0.06172 -0.57121 5.26986  0.49
34 H -1.82255 -2.02019 4.07475  0.22
35 H -4.51300 3.19410 -4.51918  0.21
36 H 5.73994 -2.05926 -0.66368  0.24
37 H 0.92876 1.52626 -0.29160  0.21
38 H -1.89284 -0.95040 -2.58852  0.23
39 H -1.37571 -1.75502 -0.20170  0.22
40 H -0.19645 0.90980 -2.71726  0.21
41 H -0.57352 3.03644 -1.43858  0.23
42 H 0.04347 -1.24117 -1.13860  0.21
43 H -0.17082 2.18213 0.86441  0.22
44 H -2.03556 2.29738 -0.70362  0.22
45 H -2.38561 -1.30191 2.56406  0.21
46 H 4.78540 -0.56649 -2.65766  0.24

HOMO level, eV: -8.45
Charge: 0
Orbital gap, eV: 8.7434
SMILES: C[C@@H](O)c1nc2cnc3ccsc3c2n1[C@H]1CC[C@H](n2cncn2)CC1


The calculation returns the following energy above the lowest of the compared OMol25 structures with the same formula, charge and spin values, one per record and in order: 1713.8 18.5 0.0 56.6 0.0 kJ/mol.